Entry 1:
Formula: C29H39OSi
Source: the OMol25 dataset
Level of theory: ωB97M-V/def2-TZVPD

Its total charge is +1. The value obtained for the HOMO energy is -11.53 eV. The value obtained for the LUMO energy is -0.200 Ha.

Cartesian coordinates (Å):
C1 1.325 2.396 3.788
C2 0.247 1.707 2.955
C3 -0.527 2.731 2.133
Si1 -1.917 1.969 1.122
C4 -3.185 1.200 2.252
C5 -3.703 2.225 3.258
C6 -4.719 1.617 4.225
C7 -2.735 3.395 0.214
C8 -1.810 4.271 -0.630
C9 -2.609 5.422 -1.240
H1 -1.396 0.851 0.216
H2 1.887 1.662 4.367
H3 2.022 2.943 3.146
H4 0.881 3.114 4.485
H5 0.692 0.962 2.278
H6 -0.433 1.151 3.617
H7 -0.932 3.512 2.796
H8 0.146 3.242 1.427
H9 -4.013 0.813 1.641
H10 -2.741 0.337 2.768
H11 -2.867 2.658 3.829
H12 -4.166 3.069 2.726
H13 -5.068 2.377 4.930
H14 -5.586 1.223 3.685
H15 -4.274 0.794 4.794
H16 -3.516 2.959 -0.424
H17 -3.257 4.024 0.950
H18 -0.990 4.671 -0.018
H19 -1.344 3.664 -1.418
H20 -1.983 6.025 -1.898
H21 -3.459 5.041 -1.814
H22 -3.004 6.073 -0.454
C10 -4.146 -5.274 -1.859
C11 -3.155 -4.159 -1.783
C12 -3.595 -2.825 -1.727
C13 -2.698 -1.792 -1.529
C14 -1.296 -2.046 -1.398
C15 -0.424 -0.968 -1.124
C16 0.956 -1.050 -0.809
C17 1.593 -2.201 -0.255
C18 2.970 -2.265 -0.141
C19 3.736 -1.129 -0.422
O1 5.112 -1.144 -0.184
C20 5.944 -1.580 -1.224
C21 6.699 -0.607 -1.891
C22 7.436 -0.998 -3.010
C23 7.481 -2.342 -3.395
C24 6.753 -3.302 -2.682
C25 5.959 -2.928 -1.592
C26 3.138 0.058 -0.869
C27 1.774 0.098 -1.050
C28 -0.863 -3.390 -1.622
C29 -1.777 -4.419 -1.783
H23 -3.670 -6.228 -1.622
H24 -4.956 -5.099 -1.145
H25 -4.595 -5.349 -2.856
H26 -4.668 -2.623 -1.816
H27 -3.054 -0.761 -1.445
H28 -0.827 0.030 -1.296
H29 0.988 -3.053 0.067
H30 3.467 -3.181 0.187
H31 6.657 0.428 -1.544
H32 7.987 -0.238 -3.568
H33 8.086 -2.645 -4.256
H34 6.794 -4.356 -2.962
H35 5.354 -3.646 -1.031
H36 3.776 0.920 -1.068
H37 1.314 1.015 -1.430
H38 0.203 -3.604 -1.667
H39 -1.418 -5.446 -1.904

Charges in e, computed with Löwdin, in the same order as the atoms: atom 1 (C): -0.117, atom 2 (C): -0.336, atom 3 (C): -0.304, atom 4 (Si): 0.658, atom 5 (C): -0.310, atom 6 (C): -0.329, atom 7 (C): -0.114, atom 8 (C): -0.303, atom 9 (C): -0.332, atom 10 (C): -0.119, atom 11 (H): 0.001, atom 12 (H): 0.069, atom 13 (H): 0.074, atom 14 (H): 0.078, atom 15 (H): 0.091, atom 16 (H): 0.100, atom 17 (H): 0.091, atom 18 (H): 0.074, atom 19 (H): 0.078, atom 20 (H): 0.076, atom 21 (H): 0.100, atom 22 (H): 0.096, atom 23 (H): 0.073, atom 24 (H): 0.074, atom 25 (H): 0.074, atom 26 (H): 0.079, atom 27 (H): 0.081, atom 28 (H): 0.094, atom 29 (H): 0.098, atom 30 (H): 0.070, atom 31 (H): 0.074, atom 32 (H): 0.078, atom 33 (C): -0.026, atom 34 (C): -0.228, atom 35 (C): -0.009, atom 36 (C): 0.021, atom 37 (C): -0.182, atom 38 (C): 0.074, atom 39 (C): -0.187, atom 40 (C): 0.011, atom 41 (C): 0.034, atom 42 (C): -0.192, atom 43 (O): 0.009, atom 44 (C): -0.249, atom 45 (C): -0.003, atom 46 (C): -0.069, atom 47 (C): -0.079, atom 48 (C): -0.069, atom 49 (C): -0.010, atom 50 (C): 0.039, atom 51 (C): 0.021, atom 52 (C): 0.013, atom 53 (C): -0.003, atom 54 (H): 0.088, atom 55 (H): 0.097, atom 56 (H): 0.104, atom 57 (H): 0.133, atom 58 (H): 0.126, atom 59 (H): 0.086, atom 60 (H): 0.123, atom 61 (H): 0.131, atom 62 (H): 0.123, atom 63 (H): 0.112, atom 64 (H): 0.111, atom 65 (H): 0.110, atom 66 (H): 0.111, atom 67 (H): 0.138, atom 68 (H): 0.133, atom 69 (H): 0.111, atom 70 (H): 0.130

***

Entry 2:
Formula: C3H6N2S
Source: the OMol25 dataset
Level of theory: ωB97M-V/def2-TZVPD

Its energy above the lowest of the compared OMol25 structures with the same formula, charge and spin is 14.1 kcal/mol. The SMILES is NC(N)=CC=S. The value obtained for the HOMO energy is -7.89 eV. The value obtained for the LUMO energy is 0.018 Ha.

Cartesian coordinates (Å):
N1 -0.822 -1.319 0.048
C1 -1.221 -0.037 0.002
N2 -2.580 0.182 -0.070
C2 -0.343 1.053 0.012
C3 1.056 0.980 0.011
S1 2.079 -0.335 -0.009
H1 -1.444 -1.996 -0.174
H2 0.248 -1.345 -0.003
H3 -3.156 -0.540 0.260
H4 -2.854 1.148 0.023
H5 -0.746 2.079 0.064
H6 1.551 1.999 -0.014

Charges in e, computed with Löwdin, in the same order as the atoms: atom 1 (N): 0.153, atom 2 (C): -0.418, atom 3 (N): 0.138, atom 4 (C): -0.177, atom 5 (C): -0.675, atom 6 (S): 0.577, atom 7 (H): 0.064, atom 8 (H): -0.009, atom 9 (H): 0.083, atom 10 (H): 0.103, atom 11 (H): 0.100, atom 12 (H): 0.062

***

Entry 3:
Formula: C33H33ClMnN2O2SSi
Source: the OMol25 dataset
Level of theory: ωB97M-V/def2-TZVPD

The spin multiplicity is 2. Its energy above the lowest of the compared OMol25 structures with the same formula, charge and spin is 3.6 kcal/mol. The value obtained for the HOMO energy (spin up / spin down) is -8.06 / -7.51 eV. The value obtained for the LUMO energy (spin up / spin down) is 0.003 / 0.002 Ha.

Cartesian coordinates (Å):
Mn1 -0.214 -0.095 -0.058
C1 0.878 -1.742 0.439
Si1 0.768 -1.704 2.257
C2 1.225 0.090 2.613
N1 0.466 0.956 1.654
C3 1.224 2.181 1.332
C4 1.495 3.059 2.554
C5 0.255 3.155 3.461
C6 -0.995 2.761 2.684
C7 -0.896 1.318 2.192
C8 -0.979 -1.986 2.866
C9 -2.030 -2.244 1.986
C10 -3.343 -2.355 2.435
C11 -3.618 -2.231 3.787
C12 -2.584 -1.999 4.688
C13 -1.281 -1.877 4.230
C14 1.886 -2.895 3.188
C15 3.270 -2.687 3.208
C16 4.135 -3.601 3.792
C17 3.628 -4.759 4.367
C18 2.261 -4.991 4.356
C19 1.401 -4.066 3.775
H1 0.514 -2.687 0.020
H2 1.933 -1.637 0.148
H3 2.292 0.218 2.402
H4 1.071 0.407 3.649
H5 0.659 2.728 0.574
H6 2.162 1.882 0.863
H7 1.791 4.049 2.200
H8 2.342 2.663 3.114
H9 0.154 4.163 3.862
H10 0.364 2.488 4.319
H11 -1.138 3.445 1.843
H12 -1.888 2.845 3.305
H13 -1.662 1.140 1.428
H14 -1.116 0.630 3.007
H15 -1.839 -2.350 0.926
H16 -4.137 -2.527 1.720
H17 -4.637 -2.318 4.144
H18 -2.796 -1.912 5.747
H19 -0.486 -1.690 4.946
H20 3.689 -1.792 2.756
H21 5.202 -3.414 3.796
H22 4.299 -5.478 4.821
H23 1.862 -5.893 4.802
H24 0.335 -4.263 3.780
Cl1 -0.066 -2.821 -6.635
C20 -0.839 -2.380 -5.134
C21 -2.201 -2.131 -5.119
C22 -2.800 -1.754 -3.927
C23 -2.046 -1.599 -2.770
C24 -0.686 -1.886 -2.804
C25 -0.075 -2.286 -3.983
C26 -2.729 -1.059 -1.540
O1 -3.909 -1.274 -1.347
O2 -1.967 -0.377 -0.731
H25 -2.777 -2.229 -6.028
H26 -3.863 -1.556 -3.882
H27 -0.087 -1.807 -1.901
H28 0.982 -2.514 -4.015
S1 2.730 0.928 -3.314
C27 2.099 0.659 -1.748
N2 0.848 0.938 -1.570
C28 0.280 1.424 -2.755
C29 -1.048 1.818 -2.918
C30 -1.449 2.241 -4.164
C31 -0.550 2.285 -5.243
C32 0.767 1.916 -5.088
C33 1.173 1.486 -3.823
H29 2.718 0.246 -0.965
H30 -1.740 1.753 -2.089
H31 -2.479 2.530 -4.319
H32 -0.900 2.609 -6.214
H33 1.458 1.946 -5.919

Charges in e, computed with Löwdin, in the same order as the atoms: atom 1 (Mn): 0.594, atom 2 (C): -0.290, atom 3 (Si): 0.582, atom 4 (C): -0.199, atom 5 (N): -0.258, atom 6 (C): -0.204, atom 7 (C): -0.166, atom 8 (C): -0.184, atom 9 (C): -0.172, atom 10 (C): -0.154, atom 11 (C): -0.265, atom 12 (C): -0.081, atom 13 (C): -0.062, atom 14 (C): -0.085, atom 15 (C): -0.089, atom 16 (C): -0.115, atom 17 (C): -0.233, atom 18 (C): -0.104, atom 19 (C): -0.095, atom 20 (C): -0.096, atom 21 (C): -0.087, atom 22 (C): -0.091, atom 23 (H): 0.018, atom 24 (H): 0.005, atom 25 (H): 0.088, atom 26 (H): 0.092, atom 27 (H): 0.117, atom 28 (H): 0.108, atom 29 (H): 0.113, atom 30 (H): 0.105, atom 31 (H): 0.108, atom 32 (H): 0.106, atom 33 (H): 0.115, atom 34 (H): 0.119, atom 35 (H): 0.114, atom 36 (H): 0.111, atom 37 (H): 0.087, atom 38 (H): 0.108, atom 39 (H): 0.100, atom 40 (H): 0.099, atom 41 (H): 0.107, atom 42 (H): 0.092, atom 43 (H): 0.099, atom 44 (H): 0.100, atom 45 (H): 0.101, atom 46 (H): 0.099, atom 47 (Cl): 0.647, atom 48 (C): -0.665, atom 49 (C): -0.097, atom 50 (C): -0.010, atom 51 (C): -0.129, atom 52 (C): -0.023, atom 53 (C): -0.095, atom 54 (C): -0.582, atom 55 (O): 0.069, atom 56 (O): -0.156, atom 57 (H): 0.104, atom 58 (H): 0.121, atom 59 (H): 0.072, atom 60 (H): 0.106, atom 61 (S): 1.097, atom 62 (C): -0.450, atom 63 (N): -0.019, atom 64 (C): -0.289, atom 65 (C): -0.004, atom 66 (C): -0.059, atom 67 (C): -0.073, atom 68 (C): -0.078, atom 69 (C): -0.464, atom 70 (H): 0.080, atom 71 (H): 0.113, atom 72 (H): 0.110, atom 73 (H): 0.107, atom 74 (H): 0.111

***

E_tot values, unit eV, following the record order: -40624.1755, -17023.4310, -104387.7155.